Arrangement A

Computed, not measured: a 2-piece molecular cluster, C5H13NOS overall, with the ωB97M-V functional and the def2-TZVPD basis.

Structure (XYZ):
```
21
C5H13NOS the ωB97M-V functional and the def2-TZVPD basis
C 0.728 1.593 -1.665
H -2.316 -2.185 0.608
C -1.520 -1.657 1.129
H 1.094 2.615 -1.736
H 1.227 1.085 0.462
H 0.476 -1.948 1.387
C -1.568 -0.184 0.801
H -0.345 1.631 -1.472
N -0.213 -2.212 0.678
H 3.187 0.395 -1.770
C 2.889 0.767 -0.771
H -3.136 1.699 0.783
H 1.047 -0.279 -0.613
C 1.392 0.757 -0.565
H -1.346 -0.032 -0.249
H -0.270 -3.206 0.844
O 3.687 1.125 0.048
H -1.658 -1.834 2.200
S -3.299 0.399 1.059
H 0.869 1.081 -2.616
H -0.924 0.390 1.460
```

Summary:
- Kohn-Sham gap: 10.01 eV
- SMILES string: CCC=O.NCCS
- LUMO: 0.788 eV
- Spin multiplicity: 1
- Molar mass: 135.23 Da

Arrangement B

Computed, not measured: one molecule with the formula C5H13NOS, with the ωB97M-V functional and the def2-TZVPD basis.

Structure (XYZ):
```
21
C5H13NOS the ωB97M-V functional and the def2-TZVPD basis
H -1.307 2.277 -0.409
H -1.341 -1.138 -1.161
O -0.880 2.871 0.219
H 1.528 0.592 0.604
C -0.777 -0.696 -0.342
H 2.021 0.274 -2.513
H 1.059 -1.103 -2.468
H -1.386 -3.472 2.158
H -1.786 -0.247 0.094
C 0.192 0.355 -0.997
C 1.382 -0.335 -1.769
S -1.788 -2.268 1.664
H 2.161 -0.751 -1.239
H 0.717 2.842 1.557
C -0.244 -1.594 0.949
H -0.614 1.479 1.879
H 0.486 -2.359 0.615
H -0.505 0.915 -1.754
C -0.009 2.014 1.060
N 0.820 1.200 0.105
H 0.271 -0.854 1.748
```

Summary:
- Kohn-Sham gap: 9.56 eV
- SMILES string: C[C@@H](CCS)NCO
- LUMO: 0.760 eV
- Spin multiplicity: 1
- Molar mass: 135.23 Da

Top of the stability list: arrangement A, leading by 188.2 kJ/mol.

Arrangement A

Computed, not measured: C2H8N3S as an isolated structure, with the ωB97M-V functional and the def2-TZVPD basis.

Structure (XYZ):
```
14
C2H8N3S the ωB97M-V functional and the def2-TZVPD basis
N 0.776 -1.499 1.514
C -1.035 0.397 0.489
H 0.797 2.460 -1.713
N 0.402 -1.536 -0.776
S -1.127 1.076 -1.197
C 0.197 -1.089 0.426
N -0.009 2.426 -1.066
H 1.387 -2.368 1.659
H -0.732 1.219 1.136
H 0.073 -0.870 -1.381
H -1.997 -0.112 0.639
H -0.410 3.357 -1.310
H 0.824 -2.427 -0.874
H 0.853 -1.034 2.454
```

Summary:
- Kohn-Sham gap: 10.42 eV
- Charge: +1
- LUMO: -3.115 eV
- Spin multiplicity: 1
- Molar mass: 106.17 Da

Arrangement B

Computed, not measured: C2H8N3S as an isolated structure, with the ωB97M-V functional and the def2-TZVPD basis.

Structure (XYZ):
```
14
C2H8N3S the ωB97M-V functional and the def2-TZVPD basis
S -2.464 0.801 0.064
H -1.427 -2.556 -1.136
H -0.123 2.305 0.400
C -1.105 -0.546 -0.892
N 1.447 1.353 -0.859
H -0.819 -0.141 2.409
H 1.931 2.340 -0.964
H 2.177 0.653 -0.531
H -1.161 -2.179 0.417
N 0.264 1.505 -0.158
H -0.521 0.077 1.714
C -0.761 0.668 -0.184
N -0.996 -1.878 -0.507
H -1.121 -0.432 -1.936
```

Summary:
- Kohn-Sham gap: 8.93 eV
- Charge: +1
- LUMO: -4.817 eV
- Spin multiplicity: 1
- Molar mass: 106.17 Da

Top of the stability list: arrangement A, leading by 246.0 kJ/mol.

Arrangement A

Computed, not measured: one molecule with the formula C13H21NO4, with the ωB97M-V functional and the def2-TZVPD basis.

Structure (XYZ):
```
39
C13H21NO4 the ωB97M-V functional and the def2-TZVPD basis
H -0.666 -2.125 -0.269
H 0.189 0.024 1.830
C 1.128 2.714 2.880
C -1.932 -2.278 -2.858
C 1.160 -0.663 -0.728
H -0.821 3.014 2.296
O 2.038 5.266 3.100
C -4.385 0.714 -2.269
H -4.151 -1.746 -2.904
H -1.890 -3.390 -2.483
H 0.990 -0.308 3.505
O 4.466 1.354 1.613
H -2.060 -2.330 -4.044
H -0.517 -0.403 -2.599
C 2.218 -1.163 1.780
H -4.956 0.725 -3.300
H 2.746 -2.208 -0.188
H -3.331 -1.743 -1.133
H 1.568 -0.313 -1.795
H -4.999 0.096 -1.476
C 2.219 3.958 2.891
C -3.199 -1.415 -2.266
O -3.083 0.045 -2.432
C 3.452 2.037 2.210
C -0.466 -1.596 -2.585
O 3.586 3.448 2.676
H -0.558 3.536 3.859
H -4.326 1.815 -1.875
N -0.359 2.734 3.207
H 3.243 -1.125 2.369
H 0.555 0.250 -0.308
H 0.363 -1.879 -3.373
C 2.465 -1.101 0.161
C 1.926 1.499 2.480
C 0.164 -1.960 -1.079
H 0.893 -2.879 -1.193
H 1.727 -2.203 2.061
C 1.244 0.010 2.383
H 3.358 -0.409 -0.144
```

Summary:
- Kohn-Sham gap: 8.46 eV
- SMILES string: COCCCCCCCCC1=C(N)C(=O)OC1=O
- LUMO: -1.510 eV
- Spin multiplicity: 1
- Molar mass: 255.31 Da

Arrangement B

Computed, not measured: one molecule with the formula C13H21NO4, with the ωB97M-V functional and the def2-TZVPD basis.

Structure (XYZ):
```
39
C13H21NO4 the ωB97M-V functional and the def2-TZVPD basis
C -0.792 -2.439 0.354
H 2.757 1.015 2.073
C -2.367 1.048 1.048
H 2.487 -1.429 -1.066
C 3.881 -0.420 0.891
C -2.678 -0.327 -0.876
O 0.245 -2.420 -0.263
H -3.464 -0.977 -0.489
H -0.736 -1.013 1.915
H 0.005 -0.292 -1.078
C -1.414 -1.300 1.107
C -1.661 -0.051 0.242
H 1.594 0.755 -1.915
C 3.177 -0.610 -1.318
H 3.578 -0.761 -2.322
C -3.054 1.933 0.002
C 3.130 0.906 1.055
H 4.792 -0.429 1.491
H -3.998 2.321 0.381
H 3.119 1.541 -1.466
C 0.755 0.704 0.651
O 0.556 0.754 1.854
H -1.108 -4.286 -0.030
H 3.790 1.744 0.807
C 2.428 0.727 -1.220
H -0.531 1.387 -0.905
H 3.223 -1.244 1.209
H -2.226 -0.823 -1.736
H -2.749 1.462 -2.103
H -1.669 1.598 1.673
H -4.318 0.959 -1.498
C -3.264 1.042 -1.238
H -3.115 0.589 1.696
C -0.346 0.456 -0.367
O -1.531 -3.553 0.444
O 4.285 -0.619 -0.446
H -2.428 2.790 -0.245
N 1.996 0.913 0.148
H -2.352 -1.650 1.538
```

Summary:
- Kohn-Sham gap: 9.54 eV
- SMILES string: O=C(O)CC1(CC(=O)N2CCOCC2)CCCC1
- LUMO: 0.686 eV
- Spin multiplicity: 1
- Molar mass: 255.31 Da

Top of the stability list: arrangement B, leading by 934.6 kJ/mol.

Arrangement A

Computed, not measured: a 2-piece molecular cluster, C2H8S2 overall, with the ωB97M-V functional and the def2-TZVPD basis.

Structure (XYZ):
```
12
C2H8S2 the ωB97M-V functional and the def2-TZVPD basis
H -1.254 -2.329 1.926
S 0.292 -2.111 1.991
H 2.149 0.174 -0.442
H -2.820 1.737 -1.878
S -2.388 2.980 -1.825
H 0.848 -1.861 -0.169
H 2.420 -0.697 1.265
H 1.490 0.738 1.067
C 1.752 -0.154 0.535
C 0.594 -1.005 0.445
H -0.311 -0.412 0.149
H -2.772 2.939 -3.064
```

Summary:
- Kohn-Sham gap: 9.51 eV
- SMILES string: CCS.S
- LUMO: 0.558 eV
- Spin multiplicity: 1
- Molar mass: 96.22 Da

Arrangement B

Computed, not measured: a 2-piece molecular cluster, C2H8S2 overall, with the ωB97M-V functional and the def2-TZVPD basis.

Structure (XYZ):
```
12
C2H8S2 the ωB97M-V functional and the def2-TZVPD basis
H 0.566 0.999 -2.303
H -0.169 0.698 0.195
H 1.778 0.736 -1.005
C -0.161 -0.095 -0.607
H -0.571 -2.457 -0.587
H -1.059 1.633 2.600
C 0.914 0.276 -1.548
S 0.101 -1.800 0.213
H 1.284 -0.566 -2.081
H -1.206 -0.042 -1.027
S -0.745 0.395 2.407
H -0.732 0.224 3.743
```

Summary:
- Kohn-Sham gap: 9.81 eV
- SMILES string: CCS.S
- LUMO: 0.771 eV
- Spin multiplicity: 1
- Molar mass: 96.22 Da

Top of the stability list: arrangement B, leading by 61.6 kJ/mol.

Arrangement A

Computed, not measured: C4H3BrO as an isolated structure, with the ωB97M-V functional and the def2-TZVPD basis.

Structure (XYZ):
```
9
C4H3BrO the ωB97M-V functional and the def2-TZVPD basis
H -1.606 1.006 0.693
C 0.382 0.027 0.919
C -0.586 -0.109 -0.962
C -0.627 0.923 0.224
H -0.232 1.893 -0.072
H 0.863 0.066 1.872
O -1.159 -0.224 -1.984
Br 2.570 -2.801 -0.562
C 0.396 -0.781 -0.129
```

Summary:
- Kohn-Sham gap (alpha / beta): 6.82 / 6.82 eV
- LUMO (alpha / beta): -2.729 / -2.729 eV
- Spin multiplicity: 1
- Molar mass: 146.97 Da

Arrangement B

Computed, not measured: C4H3BrO as an isolated structure, with the ωB97M-V functional and the def2-TZVPD basis.

Structure (XYZ):
```
9
C4H3BrO the ωB97M-V functional and the def2-TZVPD basis
H -0.157 -0.619 -1.299
Br 3.093 0.651 -1.691
C -0.166 -0.364 -0.253
O 0.141 3.429 -1.541
H -0.779 -0.990 0.383
C 0.887 2.539 -1.425
C 1.691 1.639 -0.990
H 0.643 1.013 1.238
C 0.512 0.618 0.254
```

Summary:
- Kohn-Sham gap: 8.90 eV
- LUMO: 0.085 eV
- Spin multiplicity: 1
- Molar mass: 146.97 Da

Top of the stability list: arrangement B, leading by 99.1 kJ/mol.

Arrangement A

Computed, not measured: a 4-piece molecular cluster, C4H14O3 overall, with the ωB97M-V functional and the def2-TZVPD basis.

Structure (XYZ):
```
21
C4H14O3 the ωB97M-V functional and the def2-TZVPD basis
H -1.810 0.830 1.426
H 0.859 0.177 -1.344
H 3.839 -0.223 -1.780
C 1.577 -0.543 -3.322
H -3.960 -2.128 0.707
O -1.918 1.642 1.937
H -1.455 -0.155 2.886
H 2.898 2.120 -0.351
H -0.813 -1.416 3.156
H 0.782 -0.025 -3.854
C 2.952 0.300 -1.413
H 2.390 0.715 0.660
H 4.092 0.848 0.251
C 1.748 0.141 -1.980
H 2.460 -0.420 -3.954
H -3.362 -0.893 1.302
O -4.167 -1.223 0.916
H -2.867 1.814 1.913
O -1.490 -1.068 2.567
C 3.088 1.061 -0.110
H 1.527 -1.627 -3.171
```

Summary:
- Kohn-Sham gap: 9.39 eV
- SMILES string: C/C=C/C.O.O.O
- LUMO: 0.428 eV
- Spin multiplicity: 1
- Molar mass: 110.15 Da

Arrangement B

Computed, not measured: a 4-piece molecular cluster, C4H14O3 overall, with the ωB97M-V functional and the def2-TZVPD basis.

Structure (XYZ):
```
21
C4H14O3 the ωB97M-V functional and the def2-TZVPD basis
H 0.870 -2.420 -2.380
H -1.810 -0.731 0.022
C -0.067 -1.875 -2.287
O 4.928 2.625 -0.530
H -1.438 -1.201 5.621
H -3.758 -0.266 -1.668
H -2.479 -0.751 4.535
H -2.740 -2.112 -0.400
C -2.788 -0.677 -1.989
H -2.261 0.204 -2.304
H -0.414 -1.294 -3.134
H -2.980 -1.416 -2.767
O -1.616 -0.562 4.915
H 1.034 2.317 1.200
H 1.768 3.617 0.817
H -0.356 -2.658 -0.393
O 1.738 2.673 0.636
C -0.797 -2.074 -1.204
H 4.060 2.559 -0.101
H 4.699 2.369 -1.433
C -2.082 -1.360 -0.825
```

Summary:
- Kohn-Sham gap: 10.12 eV
- SMILES string: C=CCC.O.O.O
- LUMO: 0.469 eV
- Spin multiplicity: 1
- Molar mass: 110.15 Da

Top of the stability list: arrangement B, leading by 28.3 kJ/mol.

Arrangement A

Computed, not measured: a 3-piece molecular cluster, C4H14O3 overall, with the ωB97M-V functional and the def2-TZVPD basis.

Structure (XYZ):
```
21
C4H14O3 the ωB97M-V functional and the def2-TZVPD basis
H -0.463 -5.108 -0.907
H 2.097 0.425 2.369
H -0.122 -0.407 0.891
C 1.880 0.581 1.314
H -2.276 1.822 0.877
H -0.688 -3.587 -0.813
H -1.975 2.312 -0.798
H -0.230 -0.568 -1.529
O -0.979 -4.427 -0.417
H 0.118 2.597 0.369
C 0.338 0.551 1.162
H -2.115 0.640 -0.380
H 2.090 1.642 1.090
H 2.511 0.000 0.656
H 0.963 1.818 -1.500
C -1.698 1.591 -0.025
H 0.680 -1.875 -1.880
H -0.118 0.768 2.129
O 0.357 1.183 -1.132
C -0.193 1.571 0.157
O -0.181 -1.530 -1.635
```

Summary:
- Kohn-Sham gap: 11.35 eV
- SMILES string: CC[C@H](C)O.O.O
- LUMO: 0.585 eV
- Spin multiplicity: 1
- Molar mass: 110.15 Da

Arrangement B

Computed, not measured: a 4-piece molecular cluster, C4H14O3 overall, with the ωB97M-V functional and the def2-TZVPD basis.

Structure (XYZ):
```
21
C4H14O3 the ωB97M-V functional and the def2-TZVPD basis
H 0.285 1.473 -0.088
H -3.374 -1.981 0.479
H -0.033 2.695 0.822
H 0.731 -1.512 -1.391
H -1.857 1.022 -0.291
H -0.323 -0.780 1.252
H 3.252 0.910 -0.297
H 1.875 -0.262 -1.973
H 0.145 0.145 -1.626
O -2.306 0.682 -1.090
C 1.405 -0.195 0.127
H 2.839 0.423 1.513
C 1.028 -0.451 -1.290
H -2.041 1.303 -1.774
C 2.550 0.468 0.390
H 1.143 -1.210 2.196
H -3.227 -0.462 0.108
C 0.758 -1.074 1.169
O -3.101 -1.122 0.804
O -0.446 1.976 0.325
H 0.697 -2.049 0.636
```

Summary:
- Kohn-Sham gap: 10.15 eV
- SMILES string: C=C(C)C.O.O.O
- LUMO: 0.662 eV
- Spin multiplicity: 1
- Molar mass: 110.15 Da

Top of the stability list: arrangement A, leading by 68.2 kJ/mol.

Arrangement A

Computed, not measured: C4H33NO14 as an isolated structure, with the ωB97M-V functional and the def2-TZVPD basis.

Structure (XYZ):
```
52
C4H33NO14 the ωB97M-V functional and the def2-TZVPD basis
H -0.929 0.234 4.306
H 1.355 -0.499 3.077
H -2.541 0.245 4.597
H 1.208 1.774 3.114
H 2.486 2.273 -0.651
H 0.010 -0.349 1.129
C 1.373 0.368 -3.102
O 1.732 1.734 -0.376
H 0.660 -0.463 -1.159
H -1.119 2.583 -1.073
O 1.543 -4.822 1.804
H -0.018 -1.669 1.748
H 2.454 0.326 -2.951
H -2.690 2.108 -2.186
O -3.620 -0.396 -1.170
O -0.906 3.442 -0.645
N 0.841 1.728 -2.878
H 3.302 -0.715 0.616
H 1.209 -5.717 1.860
H 1.130 2.381 -3.574
O -0.967 -3.389 -1.774
O 1.604 -1.017 3.858
H 1.677 -2.762 -0.479
H 1.975 -2.233 -2.567
H -2.042 1.378 -0.949
H 1.319 -4.510 0.905
O -1.728 0.756 4.507
O -2.400 3.337 1.825
C 0.909 -2.085 -2.695
H 1.210 0.134 -4.165
H 0.059 3.298 -0.629
C 0.635 -0.634 -2.232
H 1.298 1.451 -1.216
O 0.884 -3.306 -0.593
O -2.491 0.876 0.864
H 1.564 2.044 1.672
H 0.524 -2.241 -3.699
H -3.252 -0.956 -0.481
O -0.333 -0.775 1.929
H -3.034 3.932 2.200
O 1.886 1.602 2.458
H -2.486 1.638 1.484
H -0.175 1.660 -2.943
H -0.436 -0.432 -2.356
H -4.252 -0.982 -1.594
H -1.758 3.702 1.207
C 0.168 -3.007 -1.745
H -3.153 1.014 0.189
O 2.821 -1.451 0.888
O -1.853 1.808 -1.803
H 1.514 -1.944 3.593
H 2.829 -1.472 1.855
```

Summary:
- Kohn-Sham gap: 10.45 eV
- LUMO: 0.201 eV
- Spin multiplicity: 1
- Molar mass: 319.30 Da

Arrangement B

Computed, not measured: a 13-piece molecular cluster, C4H33NO14 overall, with the ωB97M-V functional and the def2-TZVPD basis.

Structure (XYZ):
```
52
C4H33NO14 the ωB97M-V functional and the def2-TZVPD basis
O -0.684 -0.741 3.093
H 2.731 2.729 -0.772
H 1.058 2.898 -1.239
H 0.005 -2.970 -1.422
H -0.271 -2.096 0.899
H -0.461 0.027 3.640
N 0.135 1.076 0.323
H 2.263 0.429 3.000
H 2.941 -0.812 3.667
O 0.662 -1.811 0.968
H 0.065 2.683 4.080
H 0.107 -0.366 -1.254
O 3.065 -1.631 -1.960
H -2.182 0.924 2.667
H 2.055 1.507 1.077
O 0.344 -2.368 -2.116
H 0.202 3.916 -0.020
O 3.583 -2.525 0.969
H 3.180 -1.475 -2.894
H 2.040 0.188 -0.022
O 2.971 -0.244 2.904
O -2.686 1.731 2.611
H -0.015 0.544 1.165
H 2.103 -1.580 -1.767
O -0.467 1.969 3.769
O -0.715 3.767 -0.215
O -2.563 0.665 0.224
H 3.034 -2.520 0.190
H -2.184 2.200 1.947
H -2.520 -3.247 -0.553
C 1.586 1.213 0.132
O -2.687 1.635 -2.762
H -0.726 2.775 -0.357
H 2.223 1.774 -2.010
H -3.533 0.780 0.212
H 4.243 -1.848 0.938
H 0.390 -3.004 -2.831
O -1.964 -1.004 -3.808
C -1.811 -0.096 -0.579
O -2.071 -3.840 -1.179
H 1.083 -1.706 1.813
H -2.130 2.216 -3.296
C -0.464 0.456 -0.867
H -2.606 0.868 -3.363
H -0.533 1.039 -1.797
H -1.976 -3.413 -2.038
O -2.396 -1.053 -1.042
H -1.431 2.053 3.758
H -2.612 -1.288 -3.095
H -1.107 -1.172 -3.367
H -1.147 -1.401 3.634
C 1.872 2.147 -1.053
```

Summary:
- Kohn-Sham gap: 9.21 eV
- LUMO: 0.001 eV
- Spin multiplicity: 1
- Molar mass: 319.30 Da

Top of the stability list: arrangement A, leading by 36.9 kJ/mol.